[1]
The following is a DFT calculation (ωB97M-V with the def2-TZVPD basis set) of a structure of composition C19H25ClN2Re at a distorted geometry.

Values from the calculation:
frontier orbital gap (alpha / beta)	3.201 / 4.322	eV
<S²>	3.79
2S+1	4
HOMO level (alpha / beta)	-10.0 / -15.0	eV
net charge	+2

Geometry (Å):
C -0.084 0.342 -6.210
C 1.279 0.801 -5.906
C -0.346 -1.107 -6.244
C -1.221 1.257 -6.044
Cl -0.223 0.089 -1.534
H -0.401 -1.566 -7.247
H -1.297 -1.329 -5.736
H 0.444 -1.640 -5.693
H 1.888 1.120 -6.769
H 1.830 -0.016 -5.416
H 1.262 1.641 -5.197
H -1.596 1.731 -6.967
H -0.971 2.067 -5.343
H -2.066 0.704 -5.606
C 0.775 -1.716 2.113
C 0.368 -2.780 1.238
C 0.829 -2.474 -0.080
H -0.155 -3.680 1.538
C 1.717 -1.333 0.025
C 1.676 -0.864 1.367
H 2.222 -0.030 1.787
H 0.541 -1.584 3.160
H 0.574 -3.018 -0.984
H 2.288 -0.879 -0.762
C -2.100 0.371 1.509
C -1.886 -0.893 2.181
C -2.195 -1.938 1.248
H -1.581 -1.011 3.210
C -2.534 -1.344 -0.011
C -2.502 0.100 0.166
H -2.744 0.848 -0.574
H -1.999 1.351 1.947
H -2.172 -3.001 1.451
H -2.819 -1.871 -0.914
Re -0.491 -0.809 0.543
N 2.680 0.211 3.998
C 1.666 1.074 4.318
C 1.926 2.342 4.912
C 0.836 3.101 5.334
C -0.431 2.737 4.847
C -0.574 1.513 4.185
N 0.430 0.653 3.997
H 2.450 -0.779 4.106
H 3.631 0.500 4.193
H 2.973 2.624 5.053
H 0.965 3.939 6.026
H -1.315 3.356 4.967
H -1.545 1.192 3.816

Atomic forces in eV per Å
C 0.00 -0.08 0.09
C 0.80 0.12 0.35
C -0.13 -0.82 0.14
C -0.72 0.43 0.25
Cl 0.15 0.72 -0.69
H 0.02 0.19 0.21
H 0.10 -0.07 -0.24
H -0.12 -0.04 -0.24
H -0.20 -0.05 0.11
H 0.11 0.18 -0.17
H 0.04 0.02 -0.20
H 0.14 -0.11 0.15
H -0.04 0.02 -0.21
H -0.01 0.21 -0.19
C 1.16 -0.16 -0.56
C 0.52 0.30 -0.15
C 0.73 -0.41 0.17
H -0.15 0.31 -0.18
C -0.85 -0.34 0.99
C -0.38 -0.30 0.09
H -0.17 -0.11 -0.40
H 0.04 -0.25 -0.24
H 0.33 -0.02 0.23
H -0.16 0.08 -0.24
C -0.51 -0.25 0.32
C -1.29 0.75 -0.15
C -1.06 0.14 0.09
H -0.11 -0.03 -0.14
C -0.75 0.38 0.35
C -0.18 -0.97 0.93
H 0.27 -0.15 -0.05
H -0.06 -0.06 -0.21
H -0.13 0.30 -0.08
H 0.10 0.09 0.18
Re 2.17 -0.53 -1.39
N -1.16 0.98 1.58
C 0.79 -0.55 -0.79
C 0.02 0.39 0.35
C 0.28 -0.11 -0.08
C 0.46 0.64 0.58
C 1.05 -1.68 -0.49
N -1.42 0.63 0.19
H 0.28 0.24 -0.55
H 0.06 -0.18 0.05
H -0.45 0.12 0.28
H 0.00 -0.08 -0.63
H 0.23 0.02 0.22
H 0.19 0.11 0.37

[2]
The following is a DFT calculation (ωB97M-V with the def2-TZVPD basis set) of a structure of composition C17H25IrN2O4Si2.

Values from the calculation:
frontier orbital gap (alpha / beta)	7.616 / 6.418	eV
<S²>	0.77
2S+1	2
HOMO level (alpha / beta)	-12.2 / -12.3	eV
net charge	+1

Geometry (Å):
Ir 1.148 0.085 -0.365
O 4.584 -1.475 0.352
C 3.430 -1.177 0.378
O 2.657 -1.077 -0.715
C 2.656 -0.947 1.654
C 3.249 -1.183 2.892
C 2.482 -1.042 4.011
C 1.115 -0.726 3.892
C 0.271 -0.662 5.027
C -1.061 -0.414 4.887
C -1.606 -0.212 3.602
C -0.817 -0.242 2.487
C 0.561 -0.499 2.608
N 1.382 -0.571 1.505
H 4.291 -1.467 2.912
H 2.904 -1.192 4.997
H 0.706 -0.827 6.005
H -1.704 -0.377 5.755
H -2.668 -0.035 3.499
H -1.240 -0.083 1.510
C -0.928 2.611 0.510
Si -1.335 1.613 -1.038
C -3.182 1.417 -1.135
C -0.616 2.468 -2.534
C -0.669 -0.240 -0.940
Si -0.575 -1.317 -2.549
C -2.310 -1.484 -3.205
C 0.587 -0.519 -3.774
C 0.095 -2.968 -2.004
H -0.949 3.677 0.275
H 0.051 2.417 0.954
H -1.668 2.422 1.290
H -3.618 2.418 -1.085
H -3.579 0.833 -0.303
H -3.507 0.954 -2.065
H -0.662 3.550 -2.391
H -1.174 2.231 -3.442
H 0.425 2.202 -2.723
H -1.332 -0.810 -0.275
H -2.729 -0.531 -3.527
H -2.981 -1.922 -2.464
H -2.297 -2.143 -4.076
H 0.178 0.389 -4.217
H 0.785 -1.224 -4.585
H 1.559 -0.273 -3.332
H -0.598 -3.469 -1.324
H 1.057 -2.868 -1.501
H 0.246 -3.624 -2.863
O 1.937 3.643 -0.485
N 2.725 2.943 -1.005
O 2.723 1.724 -1.081

Atomic forces in eV per Å
Ir -0.45 0.11 -0.32
O 0.05 -0.06 0.17
C -0.22 -0.15 -0.44
O 0.23 0.38 0.34
C -0.11 -0.03 0.06
C 0.01 -0.02 -0.05
C 0.02 0.00 0.04
C -0.03 -0.04 0.01
C -0.03 0.02 -0.01
C 0.01 0.00 0.01
C -0.02 0.02 0.01
C 0.02 0.09 -0.05
C 0.08 -0.02 -0.04
N 0.24 -0.04 0.23
H 0.00 0.01 -0.01
H -0.01 -0.02 0.00
H 0.01 -0.01 -0.01
H 0.00 0.00 0.00
H 0.01 0.02 -0.01
H -0.01 0.03 0.02
C 0.07 -0.07 0.13
Si 0.24 0.14 0.15
C -0.02 -0.03 -0.05
C -0.06 0.00 -0.05
C -0.12 -0.57 0.29
Si 0.03 0.05 0.06
C 0.02 0.04 -0.11
C 0.02 0.06 0.01
C -0.04 -0.03 0.09
H -0.09 -0.01 -0.04
H -0.02 -0.02 -0.06
H -0.04 0.01 0.01
H -0.03 -0.01 0.02
H 0.01 0.02 0.02
H -0.01 -0.01 0.00
H -0.01 0.01 -0.01
H 0.01 -0.02 0.01
H 0.04 0.04 0.02
H -0.09 0.03 -0.14
H 0.00 0.00 -0.03
H 0.01 0.00 0.01
H -0.02 -0.02 0.01
H 0.00 -0.03 -0.01
H 0.03 0.00 0.00
H 0.02 -0.03 -0.01
H 0.01 0.00 0.00
H 0.01 0.02 -0.02
H -0.06 0.02 -0.04
O 0.13 0.24 -0.12
N -0.45 -0.60 0.34
O 0.62 0.48 -0.45

Calculated energy above the lowest of the compared OMol25 structures with the same formula, charge and spin (kJ/mol), listed in the same order as above: 33.73 0.00